{"formula": "C36H76N6NiO10", "method": "ωB97M-V/def2-TZVPD", "gap_ev": [5.3, 4.0], "e_lumo_ev": [-1.89, -3.19], "largest_force_ev_per_a": 8.6, "charge": 0, "spin_multiplicity": 3, "e_above_lowest_kcal_mol": 89.1, "species": ["Ni", "N", "O", "O", "O", "N", "O", "O", "O", "C", "C", "C", "C", "C", "C", "N", "O", "C", "C", "C", "H", "H", "H", "H", "H", "H", "H", "H", "H", "H", "H", "H", "H", "H", "H", "H", "H", "H", "H", "C", "C", "C", "C", "C", "C", "N", "O", "C", "C", "C", "H", "H", "H", "H", "H", "H", "H", "H", "H", "H", "H", "H", "H", "H", "H", "H", "H", "H", "H", "C", "C", "C", "C", "C", "C", "N", "O", "C", "C", "C", "H", "H", "H", "H", "H", "H", "H", "H", "H", "H", "H", "H", "H", "H", "H", "H", "H", "H", "H", "C", "C", "C", "C", "C", "C", "N", "O", "C", "C", "C", "H", "H", "H", "H", "H", "H", "H", "H", "H", "H", "H", "H", "H", "H", "H", "H", "H", "H", "H"], "coordinates": [[3.01, 1.52, -0.05], [1.14, 3.14, -1.80], [0.68, 4.20, -2.12], [1.56, 2.91, -0.68], [1.13, 2.15, -2.52], [1.13, -0.88, -0.15], [1.26, -0.98, -1.33], [0.56, -1.75, 0.52], [1.47, 0.13, 0.38], [-1.77, 1.03, 2.20], [-2.85, 0.11, 2.73], [-2.38, -0.70, 4.04], [-2.47, -0.05, 5.34], [-3.90, 0.50, 5.51], [-4.16, 1.58, 4.43], [-3.97, 1.04, 3.08], [-4.65, 1.66, 2.04], [-5.66, 1.93, 4.44], [-3.27, 2.83, 4.81], [-3.15, -0.92, 1.68], [-2.00, 1.33, 1.18], [-0.78, 0.62, 1.99], [-1.42, 1.84, 2.84], [-2.72, -1.73, 4.17], [-1.30, -0.77, 4.05], [-1.78, 0.78, 5.53], [-2.41, -0.77, 6.16], [-3.99, 0.97, 6.49], [-4.64, -0.29, 5.40], [-6.03, 2.57, 3.64], [-6.27, 1.03, 4.51], [-5.73, 2.50, 5.36], [-3.87, 3.66, 4.44], [-3.35, 2.89, 5.89], [-2.24, 2.81, 4.46], [-3.41, -0.71, 0.65], [-4.13, -1.31, 1.94], [-2.52, -1.81, 1.71], [-4.14, 2.46, 2.16], [4.59, 4.26, -0.55], [4.22, 4.67, 0.94], [3.28, 5.89, 0.83], [2.57, 6.20, 2.22], [1.81, 4.90, 2.53], [2.71, 3.69, 2.81], [3.57, 3.52, 1.60], [4.34, 2.29, 1.58], [3.45, 3.79, 4.21], [1.64, 2.60, 2.97], [5.50, 5.08, 1.63], [5.41, 3.55, -0.60], [4.90, 5.04, -1.25], [3.83, 3.74, -1.12], [3.76, 6.82, 0.51], [2.46, 5.78, 0.12], [1.83, 6.99, 2.04], [3.23, 6.59, 3.00], [1.10, 4.73, 1.72], [1.10, 4.98, 3.36], [4.21, 3.00, 4.21], [4.04, 4.69, 4.34], [2.77, 3.79, 5.07], [1.02, 2.72, 3.86], [1.01, 2.59, 2.08], [2.06, 1.60, 2.83], [6.13, 5.77, 1.07], [6.03, 4.14, 1.79], [5.37, 5.39, 2.67], [5.09, 2.50, 2.14], [-1.86, 2.22, -3.96], [-2.54, 1.20, -3.07], [-3.95, 1.62, -3.19], [-5.02, 0.59, -2.82], [-4.82, -0.67, -3.78], [-3.46, -1.28, -3.43], [-2.51, -0.13, -3.72], [-1.24, -0.51, -3.88], [-3.36, -1.81, -1.95], [-3.45, -2.38, -4.52], [-2.02, 1.27, -1.61], [-0.91, 1.75, -4.24], [-1.55, 3.11, -3.41], [-2.41, 2.46, -4.87], [-4.12, 2.52, -2.60], [-4.20, 1.88, -4.21], [-6.04, 0.98, -2.79], [-4.92, 0.41, -1.75], [-4.99, -0.38, -4.82], [-5.60, -1.35, -3.44], [-2.69, -1.26, -1.29], [-4.37, -1.67, -1.54], [-3.23, -2.89, -1.90], [-3.10, -1.95, -5.45], [-2.84, -3.22, -4.17], [-4.41, -2.81, -4.82], [-1.23, 0.55, -1.39], [-2.72, 0.97, -0.83], [-1.63, 2.26, -1.38], [-1.28, -0.69, -4.82], [4.65, -4.32, -0.78], [3.86, -5.29, -1.82], [3.78, -6.67, -1.02], [2.88, -7.57, -1.75], [1.53, -6.92, -2.07], [1.51, -5.51, -2.86], [2.52, -4.68, -2.19], [2.69, -3.37, -2.67], [1.65, -5.60, -4.35], [0.11, -5.00, -2.55], [4.77, -5.50, -3.13], [4.37, -3.28, -0.94], [4.34, -4.42, 0.26], [5.73, -4.27, -0.70], [4.79, -6.83, -0.63], [3.32, -6.42, -0.07], [3.31, -8.07, -2.61], [2.76, -8.45, -1.11], [1.16, -6.55, -1.11], [0.79, -7.65, -2.40], [1.19, -6.51, -4.72], [2.67, -5.94, -4.54], [1.41, -4.75, -4.99], [0.05, -4.81, -1.48], [-0.74, -5.64, -2.77], [-0.18, -4.00, -2.88], [4.48, -6.43, -3.62], [4.73, -4.77, -3.94], [5.79, -5.56, -2.75], [2.55, -2.81, -1.90]]}